C42H43BrMnN7OP2 | ωB97M-V/def2-TZVPD

Summary:
2S+1   4
Charge   +3
<S²>   4.087
E_tot   -176647.935 eV
HOMO energy (alpha / beta)   -15.75 / -15.81 eV
Energy relative to the best compared isomer or geometry (same formula, charge and spin)   32.7 kJ/mol
HOMO-LUMO gap (alpha / beta)   5.59 / 7.05 eV

The geometry in XYZ format:
```
97
Properties=species:S:1:pos:R:3:forces:R:3
Mn 0.161586 -0.258349 -0.167116 0.3 -0.8 -0.3
C 3.022238 -5.010555 1.048189 0.6 -0.6 -0.1
N 2.211651 -3.848575 1.314856 -0.5 0.6 -0.1
C 1.526643 -3.619914 2.461928 -0.4 0.3 0.3
C 0.869672 -2.430412 2.297801 0.0 -0.2 0.3
N 1.149977 -1.922306 1.064649 0.0 -0.1 -0.4
C 1.968287 -2.808456 0.488500 0.1 0.2 -0.3
P 2.857382 -2.542958 -1.089574 -0.7 0.6 0.1
C 1.408790 -2.260811 -2.179720 0.3 -0.1 0.3
N 0.420099 -1.385601 -1.958094 0.4 -0.4 0.1
C -0.349414 -1.391222 -3.082258 0.1 -0.1 -0.4
C 0.181404 -2.271572 -3.980524 -0.5 0.4 0.0
N 1.281718 -2.812408 -3.403746 -0.3 0.4 0.6
C 2.145000 -3.780860 -4.023892 0.7 -0.5 -0.5
C 3.099286 -0.753217 -0.731137 0.0 -0.5 -0.1
N 2.160715 0.156908 -0.416361 0.2 -0.1 -0.1
C 2.838403 1.301582 -0.123974 0.3 0.4 0.1
C 4.180012 1.083815 -0.253934 -0.4 0.5 0.2
N 4.327402 -0.209743 -0.628794 -0.9 0.1 0.0
C 5.594848 -0.845472 -0.885368 0.9 -0.5 -0.3
H 2.665722 -5.845688 1.651166 0.0 0.1 -0.1
H 2.955559 -5.280594 -0.005622 0.0 0.0 0.1
H 4.067217 -4.825015 1.304177 -0.1 0.0 0.0
H 1.550415 -4.294438 3.295597 0.0 -0.1 0.1
H 0.226205 -1.930618 2.997692 -0.1 0.1 0.1
H -1.221202 -0.778523 -3.188349 -0.1 0.1 0.0
H -0.138410 -2.533750 -4.966260 -0.1 -0.1 -0.3
H 1.548433 -4.507232 -4.574152 0.0 0.0 0.1
H 2.819463 -3.293230 -4.728950 0.0 0.0 0.1
H 2.738197 -4.294365 -3.267568 -0.1 0.0 -0.1
H 2.337888 2.204356 0.162667 0.0 0.1 0.0
H 5.013815 1.737036 -0.088683 0.1 0.1 0.0
H 6.385847 -0.205599 -0.495567 -0.1 -0.1 0.0
H 5.656895 -1.819996 -0.397823 0.0 0.2 0.0
H 5.752824 -0.983195 -1.957054 0.0 0.1 0.1
C -3.414447 -2.726502 -1.543609 0.3 0.0 0.0
C -2.105823 -3.206458 -0.929844 -0.1 0.2 0.1
C -2.093285 -4.725196 -0.767466 0.1 0.3 -0.1
C -1.786885 -2.570201 0.438423 0.2 -1.1 -0.4
C -2.891429 -2.809581 1.479699 0.3 -0.9 -0.2
O -3.307655 -1.507135 1.845030 -0.1 0.7 0.0
C -2.540502 -0.619446 1.252269 0.1 0.2 0.0
N -1.612679 -1.092580 0.459241 0.2 0.5 0.2
C -2.887299 0.754460 1.616967 -0.2 0.5 0.2
C -4.190078 0.929140 2.111889 0.1 -0.1 -0.1
C -4.619569 2.148480 2.595117 0.1 0.1 0.0
C -3.733083 3.211977 2.660673 0.0 -0.2 0.1
C -2.444148 3.052607 2.185334 0.1 -0.1 0.0
C -2.015559 1.853651 1.612827 -0.1 -0.5 -0.2
P -0.314657 1.870411 0.932073 -0.4 1.4 1.0
C 0.688005 2.106902 2.440915 0.2 -0.4 -0.4
C 1.259628 0.981295 3.031410 -0.2 0.1 -0.2
C 1.883337 1.081847 4.259823 0.0 0.0 0.1
C 1.962158 2.312338 4.895644 0.1 0.0 0.0
C 1.420308 3.439512 4.296156 0.0 0.1 0.0
C 0.782262 3.345519 3.072098 -0.1 0.0 -0.1
C -0.328940 3.526630 0.142285 0.2 -0.1 -0.2
C -1.524033 4.028044 -0.384587 0.1 -0.2 0.0
C -1.607826 5.327535 -0.842840 0.0 0.0 0.0
C -0.486460 6.143667 -0.830574 0.0 -0.1 0.0
C 0.717167 5.641770 -0.361244 0.1 0.1 -0.1
C 0.798372 4.349785 0.131367 -0.1 -0.2 0.0
H -3.503962 -3.123476 -2.551786 -0.1 0.0 -0.1
H -3.444313 -1.639067 -1.597208 -0.1 0.1 -0.1
H -4.274530 -3.080060 -0.982324 -0.2 0.0 0.0
H -1.293139 -2.948311 -1.608792 -0.1 0.0 0.1
H -2.911747 -5.067926 -0.143197 -0.2 -0.1 0.1
H -1.159674 -5.060494 -0.320933 0.1 -0.1 0.1
H -2.194469 -5.197339 -1.739596 -0.1 -0.1 -0.1
H -0.860283 -3.045595 0.768679 -0.2 0.2 0.0
H -2.540948 -3.331647 2.375305 -0.1 0.2 -0.1
H -3.756100 -3.340932 1.082553 0.1 0.0 0.0
H -4.870748 0.091806 2.117687 0.0 0.0 0.0
H -5.632121 2.260015 2.949101 -0.1 0.0 0.0
H -4.036764 4.157651 3.086021 0.0 0.0 0.0
H -1.769756 3.891859 2.249287 0.0 0.0 0.0
H 1.209726 0.031515 2.512968 0.1 0.0 0.1
H 2.295666 0.202245 4.726040 0.1 -0.1 0.1
H 2.455788 2.395171 5.852812 0.0 0.0 0.1
H 1.477801 4.402177 4.783387 0.0 0.0 0.1
H 0.353055 4.227587 2.620935 0.0 0.1 0.1
H -2.405969 3.408563 -0.404177 -0.1 0.0 0.0
H -2.553125 5.711158 -1.193706 -0.1 0.0 -0.1
H -0.555073 7.167730 -1.167673 0.0 0.0 -0.1
H 1.593493 6.270059 -0.362704 0.1 0.1 0.1
H 1.734389 4.012903 0.549968 0.1 0.0 0.1
Br -2.096034 3.784368 -5.072967 0.2 -0.4 0.5
C -1.481826 2.691075 -3.644968 -0.2 0.2 -0.2
C -2.383244 1.970450 -2.869918 0.2 0.3 -0.3
C -1.924374 1.208577 -1.807432 0.1 -0.6 0.6
C -0.560732 1.115215 -1.507855 -0.5 0.6 -0.8
C 0.323968 1.858143 -2.300997 0.3 -0.4 0.4
C -0.122414 2.627991 -3.355633 -0.2 0.0 0.0
H -3.439331 2.033096 -3.085189 -0.1 -0.1 0.0
H -2.662255 0.683014 -1.213516 0.0 0.0 0.0
H 1.385728 1.850145 -2.095167 0.0 0.0 -0.1
H 0.581864 3.194840 -3.940790 0.1 0.1 -0.1
```
Positions in Å, forces in eV/Å.

Results of the Löwdin charge analysis, in e, for atoms 1 through 6: number 1, Mn, carries 0.81; number 2, C, carries 0.00; number 3, N, carries -0.11; number 4, C, carries 0.00; number 5, C, carries -0.12; number 6, N, carries -0.01